62
Properties=species:S:1:pos:R:3 method="wB97M-V/def2-TZVPD" largest_force_ha_per_bohr=0.0970 e_homo_ev=-12.54 total_charge=+1 gap_ev=9.0 total_energy_ha=-2484.0154
C -2.736 -0.359 0.480
C -2.568 1.204 0.071
N -3.019 1.493 -1.325
N -1.966 1.503 -2.253
C -1.420 0.146 -2.648
C -0.012 -0.062 -1.913
C 0.773 -1.368 -2.456
C 2.291 -1.327 -1.966
C 2.598 -2.277 -0.719
F 3.211 -3.430 -1.305
F 1.421 -2.808 -0.127
C 3.657 -1.734 0.317
F 4.886 -1.512 -0.343
F 3.929 -2.781 1.222
S 3.250 -0.200 1.274
F 1.669 -0.123 0.804
F 3.785 0.839 0.104
F 4.811 -0.225 1.887
F 2.786 -1.172 2.563
F 2.973 1.123 2.250
H -3.456 -0.476 1.343
H -3.010 -0.972 -0.438
H -1.722 -0.755 0.837
H -1.463 1.491 0.157
H -3.130 1.844 0.824
H -3.782 0.875 -1.621
H -2.327 1.944 -3.115
H -1.157 2.074 -1.949
H -2.145 -0.711 -2.517
H -1.182 0.202 -3.770
H 0.631 0.852 -2.126
H -0.218 -0.126 -0.800
H 0.751 -1.256 -3.599
H 0.221 -2.328 -2.231
H 2.568 -0.242 -1.800
H 2.929 -1.680 -2.849
C 4.904 4.823 3.426
C 3.427 5.072 3.200
C 3.023 5.021 1.755
O 1.915 5.913 1.707
C 2.094 6.811 2.718
O 1.468 7.818 2.837
O 3.078 6.407 3.567
H 5.499 5.691 3.132
H 5.098 4.656 4.488
H 5.251 3.947 2.875
H 2.829 4.382 3.806
H 2.721 4.018 1.447
H 3.794 5.388 1.071
C -4.414 -5.736 0.402
C -4.432 -4.318 -0.130
C -5.530 -4.062 -1.121
O -4.967 -3.048 -1.951
C -3.619 -3.204 -1.896
O -2.847 -2.658 -2.637
O -3.258 -4.051 -0.903
H -4.029 -6.433 -0.346
H -3.747 -5.804 1.265
H -5.409 -6.058 0.715
H -4.467 -3.603 0.697
H -6.444 -3.706 -0.644
H -5.769 -4.929 -1.744